(1)
The following is a quantum chemistry calculation of a 6-piece molecular cluster, C39H51NO2P overall, from the Open Molecules 2025 dataset.

Output
charge = -1
orbital gap = 0.2282 Eh
energy = -56143.217 eV
LUMO energy = 1.843 eV

```
94
C39H51NO2P, DFT ωB97M-V/def2-TZVPD
C -2.876 6.846 6.775
C -1.872 6.285 5.772
C -1.151 5.081 6.371
C -2.558 5.920 4.439
C -2.325 6.937 3.297
C -1.448 6.576 2.063
O -0.420 7.526 1.912
P 1.006 7.122 2.934
O 0.205 5.515 3.259
C -0.633 5.295 2.169
C -1.302 3.907 2.122
C -2.788 3.802 1.978
N -3.404 2.948 1.267
H -3.518 7.605 6.321
H -3.524 6.041 7.138
H -2.379 7.286 7.642
H -1.123 7.047 5.554
H -1.792 4.194 6.323
H -0.904 5.243 7.423
H -0.242 4.870 5.808
H -2.212 4.929 4.162
H -3.633 5.832 4.628
H -3.290 7.286 2.915
H -1.849 7.809 3.739
H -2.074 6.554 1.159
H 1.583 8.399 2.602
H 1.612 6.484 1.780
H 2.127 6.757 3.780
H 0.304 7.686 4.060
H 0.006 5.322 1.270
H -0.974 3.352 3.007
H -0.898 3.378 1.254
H -3.413 4.510 2.520
H -2.720 2.356 0.784
C 3.939 0.674 1.225
C 3.359 1.745 1.892
C 2.116 2.221 1.498
C 1.461 1.625 0.430
C 2.034 0.550 -0.232
C 3.275 0.072 0.164
H 4.909 0.305 1.535
H 3.873 2.212 2.723
H 1.665 3.060 2.016
H 0.494 1.997 0.114
H 1.506 0.090 -1.059
H 3.726 -0.767 -0.353
C -1.439 -0.742 0.338
C -0.696 -1.772 -0.228
C -1.265 -2.590 -1.193
C -2.575 -2.377 -1.599
C -3.321 -1.356 -1.029
C -2.755 -0.540 -0.057
H -0.990 -0.103 1.088
H 0.329 -1.929 0.085
H -0.681 -3.389 -1.634
H -3.012 -3.004 -2.367
H -4.342 -1.188 -1.346
H -3.342 0.254 0.390
C 3.002 -5.016 -2.453
C 2.972 -6.189 -3.194
C 2.025 -6.356 -4.196
C 1.109 -5.347 -4.459
C 1.140 -4.173 -3.719
C 2.085 -4.008 -2.715
H 3.739 -4.888 -1.670
H 3.689 -6.975 -2.987
H 1.997 -7.274 -4.770
H 0.371 -5.474 -5.240
H 0.428 -3.383 -3.923
H 2.104 -3.093 -2.135
C 1.572 -9.512 -2.349
C 0.723 -10.407 -1.713
C 0.959 -11.772 -1.801
C 2.047 -12.244 -2.523
C 2.896 -11.349 -3.159
C 2.657 -9.985 -3.072
H 1.387 -8.447 -2.283
H -0.124 -10.040 -1.148
H 0.296 -12.469 -1.305
H 2.232 -13.308 -2.591
H 3.745 -11.716 -3.723
H 3.320 -9.289 -3.572
C -1.052 0.099 -3.714
C -1.734 0.701 -4.762
C -1.196 0.682 -6.042
C 0.023 0.060 -6.275
C 0.706 -0.541 -5.227
C 0.168 -0.519 -3.948
H -1.469 0.110 -2.714
H -2.685 1.185 -4.580
H -1.726 1.155 -6.859
H 0.443 0.047 -7.273
H 1.658 -1.026 -5.406
H 0.699 -0.984 -3.126
```

These are the Mulliken partial charges, in e, on atoms 1 to 2: number 1, C, carries -1.7228; number 2, C, carries 0.9255



(2)
The following is a quantum chemistry calculation of a 2-piece molecular cluster, C51H46N3OS overall at a distorted geometry, from the Open Molecules 2025 dataset.

Output
charge = +1
orbital gap = 0.1242 Eh
energy = -70977.321 eV
LUMO energy = -4.742 eV

```
102
C51H46N3OS, DFT ωB97M-V/def2-TZVPD
C -0.578 0.783 3.780
O -0.466 2.204 3.867
C -0.706 3.014 2.793
C 0.492 3.343 2.041
C 0.563 3.347 0.637
C 1.742 3.782 0.027
C 2.823 4.213 0.802
C 2.740 4.214 2.202
C 1.604 3.714 2.823
C -1.940 3.673 2.833
N -2.114 5.004 2.528
C -1.013 5.856 2.115
C -3.356 5.519 2.839
C -3.739 6.922 2.473
C -4.108 4.634 3.553
C -5.405 4.902 4.243
S -3.318 3.104 3.753
H -0.589 0.454 4.819
H -1.532 0.531 3.299
H 0.294 0.369 3.257
H -0.311 3.008 0.079
H 1.822 3.762 -1.062
H 3.741 4.550 0.316
H 3.572 4.548 2.827
H 1.524 3.637 3.911
H -1.361 6.895 2.131
H -0.180 5.738 2.825
H -0.658 5.612 1.104
H -4.826 7.015 2.608
H -3.259 7.688 3.106
H -3.509 7.157 1.420
H -5.840 5.840 3.874
H -6.134 4.091 4.075
H -5.255 5.003 5.334
C 4.531 -7.876 2.095
C 4.475 -7.070 3.234
C 4.308 -5.686 3.122
C 4.174 -5.098 1.857
N 4.210 -3.677 1.704
C 5.492 -3.065 1.499
C 6.068 -3.048 0.229
C 7.279 -2.377 0.037
C 7.898 -1.743 1.121
C 7.344 -1.815 2.406
C 6.132 -2.478 2.597
C 3.066 -2.874 1.518
C 2.019 -2.876 2.460
C 0.969 -1.970 2.344
C 0.782 -1.180 1.158
C -0.421 -0.428 0.861
C -1.177 -0.584 -0.329
C -2.522 -0.085 -0.440
C -3.236 -0.203 -1.621
C -2.585 -0.674 -2.777
N -3.192 -0.590 -4.040
C -2.482 0.008 -5.126
C -1.867 -0.793 -6.091
C -1.261 -0.189 -7.195
C -1.266 1.205 -7.318
C -1.878 2.002 -6.343
C -2.467 1.405 -5.229
C -4.463 -1.184 -4.288
C -5.610 -0.386 -4.270
C -6.844 -0.952 -4.590
C -6.929 -2.299 -4.952
C -5.776 -3.091 -4.966
C -4.544 -2.545 -4.607
C -1.319 -1.272 -2.672
C -0.684 -1.324 -1.447
C 1.856 -1.220 0.217
C 2.979 -2.011 0.408
C 4.187 -5.913 0.713
C 4.391 -7.288 0.835
H 4.667 -8.957 2.187
H 4.570 -7.522 4.219
H 4.286 -5.049 4.008
H 5.531 -3.518 -0.599
H 7.727 -2.364 -0.957
H 8.842 -1.217 0.971
H 7.848 -1.371 3.266
H 5.639 -2.536 3.571
H 2.065 -3.615 3.269
H 0.238 -1.910 3.151
H -0.900 0.158 1.631
H -3.002 0.348 0.440
H -4.296 0.052 -1.698
H -1.855 -1.877 -5.950
H -0.801 -0.814 -7.961
H -0.804 1.676 -8.187
H -1.917 3.087 -6.442
H -2.931 1.985 -4.425
H -5.510 0.665 -3.990
H -7.735 -0.331 -4.552
H -7.898 -2.734 -5.206
H -5.834 -4.139 -5.251
H -3.637 -3.155 -4.577
H -0.913 -1.769 -3.555
H 0.201 -1.945 -1.344
H 1.786 -0.622 -0.692
H 3.773 -2.050 -0.342
H 4.060 -5.454 -0.269
H 4.439 -7.904 -0.061
```

These are the Mulliken partial charges, in e, on atoms 1 to 2: number 1, C, carries -0.8871; number 2, O, carries -0.5377



(3)
The following is a quantum chemistry calculation of a 9-piece molecular cluster, C22H63NO15 overall at a distorted geometry, from the Open Molecules 2025 dataset.

Output
orbital gap = 0.3080 Eh
energy = -56026.130 eV
SMILES = COCCNCCOC.OCCO.OCCO.OCCO.OCCO.OCCO.CCO.CCO.CCO
LUMO energy = -0.018 eV

```
101
C22H63NO15, DFT ωB97M-V/def2-TZVPD
C 3.754 -6.637 1.502
O 2.502 -7.208 1.177
C 1.547 -6.226 1.027
C 0.980 -5.572 2.297
N 0.067 -4.537 1.920
C -0.400 -3.905 3.157
C -1.584 -3.023 2.885
O -2.030 -2.121 3.654
C -2.795 -1.069 3.087
H 3.836 -6.000 2.314
H 4.324 -6.229 0.633
H 4.392 -7.477 1.648
H 0.786 -6.582 0.278
H 1.961 -5.427 0.529
H 1.801 -5.130 2.768
H 0.576 -6.259 3.012
H 0.618 -3.853 1.384
H 0.369 -3.184 3.506
H -0.868 -4.624 3.926
H -2.296 -3.591 2.384
H -1.297 -2.440 1.994
H -2.993 -0.385 3.877
H -3.769 -1.430 2.685
H -2.261 -0.470 2.385
O 3.695 0.311 -1.239
C 4.442 1.465 -1.220
C 4.428 2.004 -2.565
O 5.054 3.231 -2.536
H 4.143 -0.449 -1.642
H 3.944 2.295 -0.563
H 5.554 1.391 -0.843
H 3.376 2.304 -2.828
H 4.866 1.335 -3.262
H 4.331 3.941 -2.359
O -2.757 5.259 0.257
C -2.860 4.480 -0.875
C -2.049 3.321 -1.064
O -2.715 2.701 -2.101
H -3.206 6.125 0.024
H -3.894 4.097 -0.880
H -2.922 5.078 -1.790
H -2.160 2.749 -0.232
H -0.985 3.555 -1.210
H -2.404 3.050 -2.952
O 2.125 -2.997 1.029
C 3.316 -2.995 0.347
C 3.088 -3.263 -1.065
O 4.367 -3.243 -1.682
H 1.742 -2.075 1.110
H 3.705 -1.949 0.503
H 4.098 -3.607 0.702
H 2.335 -2.546 -1.469
H 2.725 -4.240 -1.200
H 4.577 -2.445 -2.082
O -3.288 0.601 -0.120
C -3.039 -0.765 -0.454
C -3.513 -1.062 -1.766
O -3.679 -2.421 -1.896
H -3.072 1.147 -0.883
H -1.872 -0.864 -0.410
H -3.433 -1.494 0.174
H -2.701 -0.714 -2.440
H -4.452 -0.618 -2.093
H -3.074 -2.884 -1.305
O -3.359 2.035 2.306
C -4.417 2.645 2.829
C -5.486 2.808 1.919
O -6.665 3.263 2.548
H -3.513 1.836 1.358
H -4.681 1.880 3.561
H -4.164 3.648 3.378
H -5.847 1.803 1.720
H -5.396 3.280 0.976
H -7.336 3.546 1.921
C -0.158 1.112 -2.881
C 0.597 0.159 -2.191
O 0.469 -1.092 -2.851
H -0.131 1.982 -2.314
H -1.194 0.866 -3.174
H 0.417 1.295 -3.805
H 0.166 0.150 -1.199
H 1.605 0.689 -2.245
H 0.660 -1.775 -2.221
C 1.620 4.395 -1.465
C 2.059 5.309 -2.439
O 2.566 4.671 -3.545
H 2.406 3.903 -0.944
H 0.888 3.691 -1.962
H 1.059 4.973 -0.679
H 2.669 6.143 -2.180
H 1.202 5.842 -2.815
H 2.793 5.344 -4.205
C -0.103 1.336 0.991
C 1.058 0.983 1.741
O 1.662 -0.105 1.086
H 0.022 1.829 0.082
H -0.626 1.988 1.700
H -0.748 0.497 0.770
H 0.781 0.638 2.707
H 1.847 1.758 1.993
H 2.220 0.246 0.381
```

These are the Mulliken partial charges, in e, on atoms 1 to 2: number 1, C, carries -0.8164; number 2, O, carries -0.4102



- Among the records above, which one has the lowest orbital gap?
  C51H46N3OS



- Number 1 is which compound?
  C39H51NO2P



- Look up the LUMO energy of the second one.
  -4.742 eV